(1)
Density functional theory data (ωB97M-V/def2-TZVPD) for a structure of composition C21H21Cl2KN5 at a distorted geometry.

```
50
Properties=species:S:1:pos:R:3:lowdin_charge:R:1
K 0.0970 0.0244 0.8381 0.78
C -1.7601 -0.9661 -1.8391 -0.05
C -0.3821 -1.0882 -2.4622 -0.33
C -0.2081 -1.8067 -3.6389 0.00
C 1.1147 -2.0053 -4.0489 -0.03
C 2.1845 -1.4487 -3.3363 0.00
C 1.9095 -0.7084 -2.1385 -0.15
N 0.6093 -0.5457 -1.7814 0.05
C 3.0173 -0.0135 -1.3018 -0.19
C 4.2518 0.1850 -1.9205 0.00
C 5.1803 0.9113 -1.2101 -0.04
C 4.8471 1.4003 0.0007 -0.03
C 3.6523 1.1335 0.5892 -0.19
N 2.7051 0.4705 -0.0902 0.11
C 3.3464 1.6492 1.9815 -0.21
C 4.3897 2.0861 2.7734 -0.01
C 4.1207 2.6241 4.0325 -0.03
C 2.8054 2.7153 4.4293 -0.02
C 1.8273 2.1692 3.6082 -0.33
C 0.3928 2.2491 3.9933 -0.03
N 2.0895 1.6820 2.4021 0.12
H -2.5360 -1.0573 -2.6150 0.09
H -1.8412 0.0130 -1.2930 0.07
H -1.9673 -1.6815 -1.0815 0.06
H -0.9962 -2.1905 -4.2590 0.12
H 1.3133 -2.6701 -4.8447 0.10
H 3.2405 -1.6006 -3.5423 0.10
H 4.4986 -0.2707 -2.9076 0.12
H 6.1765 1.0330 -1.6190 0.13
H 5.6215 1.9009 0.6030 0.12
H 5.4435 1.9250 2.5708 0.11
H 4.8389 3.1175 4.6663 0.12
H 2.4978 3.1432 5.3880 0.13
H 0.2342 1.9134 5.0585 0.11
H -0.2315 1.7114 3.2974 0.04
H 0.0460 3.2786 3.9949 0.09
N -4.8866 -0.2566 1.7600 0.08
C -4.2998 -0.1007 3.0713 -0.05
C -2.9484 -0.1815 2.8884 -0.15
N -2.7107 -0.4767 1.5552 -0.02
C -3.8610 -0.5064 0.9619 -0.25
H -5.8764 -0.2642 1.5258 0.16
H -4.9766 0.1855 3.8852 0.11
H -2.0870 -0.1658 3.5593 0.10
H -3.9537 -0.7039 -0.0874 0.11
Cl -6.7065 -3.0367 -6.2040 0.49
C -7.4506 -3.5093 -4.6549 -1.00
Cl -7.1725 -2.2533 -3.4206 0.47
H -7.0870 -4.4738 -4.3475 0.03
H -8.5123 -3.5392 -4.7897 0.01
```

Output
* orbital gap: 8.9 eV
* highest occupied orbital energy: -0.417 Ha
* total charge: +1
* multiplicity: 1

(2)
Density functional theory data (ωB97M-V/def2-TZVPD) for a cluster of 12 separate species, C18H60N8O12 in total at a distorted geometry.

```
98
Properties=species:S:1:pos:R:3:lowdin_charge:R:1
C 0.2669 -3.2073 2.8949 -0.08
C 1.1733 -1.9847 3.0977 -0.34
O 2.0339 -2.2609 4.2086 -0.08
H -0.2811 -3.2450 1.9375 0.06
H -0.2806 -3.3832 3.7741 0.04
H 0.9539 -4.1149 3.0048 0.10
H 0.6060 -1.0510 3.1146 0.07
H 1.8182 -1.9636 2.1941 0.10
H 2.6317 -1.4852 4.2674 0.09
C -2.2882 -1.1288 4.3455 -0.04
C -2.7452 -1.3623 2.8420 -0.29
O -1.7900 -0.7659 2.0600 -0.14
H -2.1993 -0.0977 4.6649 0.06
H -1.3729 -1.6172 4.5222 0.04
H -2.9760 -1.6286 4.9881 0.06
H -3.7870 -1.0090 2.5904 0.13
H -2.5819 -2.4351 2.7499 0.10
H -2.2036 -0.7497 1.1717 0.07
C 4.4586 0.5259 -0.6866 -0.04
C 3.7795 1.0442 -1.9235 -0.38
O 4.4316 2.1136 -2.3852 -0.03
H 4.3823 1.1257 0.2073 0.04
H 5.5046 0.3558 -0.7467 0.07
H 4.0955 -0.3659 -0.2924 0.05
H 2.7539 1.1927 -1.6577 0.08
H 3.7172 0.3469 -2.7047 0.09
H 3.9416 2.4670 -3.1399 0.09
C -3.5173 1.7652 -0.2184 -0.10
C -3.4150 2.2543 1.1344 -0.31
O -2.4904 3.3754 1.2497 -0.10
H -4.2375 0.9279 0.0341 0.12
H -2.5494 1.3952 -0.6998 0.08
H -4.0775 2.4336 -0.8317 0.08
H -3.1504 1.3818 1.7181 0.09
H -4.4248 2.5855 1.4761 0.14
H -2.9664 4.1615 1.4921 0.09
C -3.0629 -3.5980 -1.4674 -0.08
C -2.1945 -2.5791 -0.7844 -0.30
O -2.8675 -1.2945 -0.7109 -0.09
H -3.9909 -3.8958 -0.8835 0.10
H -2.5255 -4.4600 -1.8691 0.08
H -3.3803 -3.1621 -2.4268 0.06
H -1.2062 -2.4326 -1.1768 0.06
H -1.9513 -3.0491 0.1765 0.10
H -2.5820 -0.7239 -1.3809 -0.03
C 1.3925 -3.7761 -1.0141 -0.09
C 1.5960 -2.9141 -2.2079 -0.34
O 2.7916 -3.3373 -2.8204 -0.06
H 0.4871 -3.4849 -0.4955 0.04
H 2.2915 -3.6914 -0.3612 0.10
H 1.2639 -4.8324 -1.2995 0.09
H 1.8536 -1.8751 -1.9530 0.10
H 0.6387 -3.0327 -2.6920 0.09
H 2.8947 -3.0388 -3.7135 0.07
C -0.0049 1.9064 4.2036 -0.66
O 0.4615 0.9355 5.0821 -0.08
N -0.6650 1.6989 3.1291 0.15
N 0.1452 3.1683 4.3940 0.15
H -1.0257 0.7802 2.9141 0.08
H -1.3350 2.4030 2.7910 0.11
H 0.7316 3.4815 5.2410 0.17
H 0.3161 3.7827 3.5962 0.10
C -0.0896 2.9888 -1.7768 -0.60
O -1.0858 2.8862 -2.6789 -0.07
N 1.1463 3.3709 -1.9432 0.19
N -0.3002 2.7175 -0.4927 0.14
H 1.4846 3.4994 -2.8868 0.13
H 1.8198 3.6119 -1.1991 0.14
H 0.3886 2.9049 0.2599 0.08
H -1.2688 2.7018 -0.2538 0.06
C -2.0511 -0.8493 -3.7765 -0.62
O -1.3700 -1.9790 -3.5874 -0.06
N -2.0168 0.1296 -2.8419 0.12
N -2.9372 -0.5907 -4.7212 0.13
H -1.1904 0.0420 -2.2400 0.07
H -2.3896 1.1012 -2.9127 0.11
H -2.7173 -1.0645 -5.6764 0.16
H -3.2718 0.3938 -5.0035 0.15
C 2.5958 1.8412 2.0043 -0.55
O 2.7907 0.4781 2.3450 -0.09
N 3.6625 2.6755 2.0244 0.16
N 1.5108 2.3827 1.6627 0.13
H 4.5720 2.3395 2.0061 0.08
H 3.5758 3.5334 2.5027 0.09
H 0.7282 1.8065 1.9985 0.07
H 1.4098 3.4089 1.4993 0.15
C 0.6819 -0.6209 0.0803 -0.11
O 0.2437 0.0788 -1.0596 -0.15
H -0.0078 -1.4173 0.2921 0.06
H 0.5138 0.1762 0.8667 0.08
H 1.7037 -0.8124 -0.0031 0.05
H 0.2043 1.0093 -0.8398 0.00
C 1.0942 0.3627 -4.5327 -0.18
O 1.8365 1.0984 -5.4404 -0.12
H 0.8576 -0.6594 -4.9403 0.10
H 0.2300 0.9851 -4.2379 0.07
H 1.6574 0.1863 -3.5922 0.06
H 2.7017 0.7075 -5.6295 0.09
```

Output
* orbital gap: 8.4 eV
* highest occupied orbital energy: -0.331 Ha
* energy above the lowest of the compared OMol25 structures with the same formula, charge and spin: 755.1 kJ/mol
* multiplicity: 1
* SMILES string: NC(N)=O.NC(N)=O.NC(N)=O.NC(N)=O.CCO.CCO.CCO.CCO.CCO.CCO.CO.CO